No. 1
{
  "formula": "C23H20N4O3S3Tl",
  "method": "ωB97M-V/def2-TZVPD",
  "charge": 0,
  "spin_multiplicity": 2,
  "e_homo_ev": [-7.3, -8.2],
  "relative_energy_ev": 0.000,
  "gap_ev": [7.74, 6.37],
  "mol_weight_g_mol": 701.0,
  "species": ["Tl", "O", "N", "C", "C", "C", "C", "C", "S", "H", "H", "H", "H", "O", "C", "N", "C", "C", "O", "N", "C", "C", "C", "C", "C", "C", "C", "C", "C", "C", "C", "C", "H", "H", "H", "H", "H", "H", "H", "H", "H", "H", "H", "S", "C", "N", "C", "C", "S", "H", "H", "H", "H", "H"],
  "positions_angstrom": [[2.056534, 0.509963, 3.134894], [3.684040, -0.208560, 1.651543], [3.947344, 0.551144, 0.601438], [4.547345, -0.074417, -0.432448], [4.892925, 0.585689, -1.578593], [4.601367, 1.944517, -1.675281], [3.965104, 2.561100, -0.626500], [3.611368, 1.860150, 0.533101], [2.746957, 2.677877, 1.795122], [4.719216, -1.123388, -0.252488], [5.375336, 0.043640, -2.378160], [4.859473, 2.505429, -2.563559], [3.705810, 3.609389, -0.668877], [-1.416943, 0.225596, 3.421895], [-1.108790, 0.227955, 2.231149], [-2.014448, 0.271046, 1.191595], [-1.321333, 0.436080, -0.086690], [0.163075, 0.309972, 0.392376], [1.117324, 0.340904, -0.352954], [0.167328, 0.139024, 1.743621], [-1.600569, -0.697123, -1.055302], [-2.403789, -1.779009, -0.714667], [-2.612158, -2.814128, -1.621162], [-2.015664, -2.776720, -2.869578], [-1.214203, -1.695066, -3.216379], [-1.010285, -0.660914, -2.319357], [-1.619061, 1.807702, -0.682823], [-2.723212, 1.972318, -1.512685], [-3.068691, 3.231357, -1.983376], [-2.308389, 4.337065, -1.634456], [-1.201700, 4.178793, -0.811391], [-0.856804, 2.921652, -0.337527], [-2.896655, 0.734003, 1.352833], [-2.873281, -1.803678, 0.259922], [-3.248204, -3.647148, -1.347621], [-2.177567, -3.582271, -3.575185], [-0.747666, -1.659909, -4.193190], [-0.382374, 0.179592, -2.586699], [-3.305560, 1.102856, -1.800002], [-3.930289, 3.347062, -2.629122], [-2.575387, 5.318813, -2.004968], [-0.599883, 5.036226, -0.535036], [0.015924, 2.827367, 0.296562], [2.436531, -2.139844, 4.092811], [1.056815, -2.752192, 3.340722], [-0.168193, -2.289633, 3.461715], [-1.232140, -2.996803, 2.758571], [-0.554022, -3.764382, 1.633635], [1.122633, -4.121283, 2.260329], [-0.381623, -1.407979, 3.926998], [-1.956137, -2.276383, 2.381057], [-1.737891, -3.671604, 3.452976], [-0.463665, -3.158040, 0.733018], [-1.065889, -4.693803, 1.398184]],
  "forces_ev_per_a": [[0.00, 0.04, -0.15], [-0.06, 0.13, 0.05], [-0.10, -0.13, 0.02], [0.12, -0.07, -0.15], [-0.01, -0.04, 0.05], [-0.04, 0.05, 0.05], [0.06, 0.03, -0.13], [-0.20, 0.19, 0.10], [0.16, -0.11, 0.08], [0.01, -0.01, 0.00], [0.00, -0.01, 0.01], [-0.01, -0.01, 0.02], [-0.01, -0.02, 0.00], [0.07, -0.08, -0.19], [-0.08, 0.15, 0.13], [0.01, 0.05, -0.16], [0.02, 0.06, 0.23], [-0.22, -0.07, -0.01], [0.00, 0.03, 0.06], [0.25, 0.02, -0.06], [-0.05, -0.08, -0.12], [0.04, 0.07, -0.06], [-0.01, 0.01, 0.06], [-0.01, -0.03, -0.04], [0.01, 0.00, -0.01], [0.02, -0.03, 0.04], [0.10, 0.00, 0.07], [-0.01, -0.03, 0.00], [-0.03, -0.03, -0.03], [0.02, 0.03, 0.02], [-0.03, 0.01, -0.03], [-0.04, 0.02, -0.01], [0.05, -0.03, 0.03], [-0.02, -0.01, -0.02], [0.00, 0.00, 0.00], [0.00, 0.02, 0.02], [0.00, 0.01, 0.02], [-0.01, -0.02, 0.01], [0.00, 0.08, 0.00], [0.01, -0.01, 0.01], [0.01, -0.01, 0.01], [-0.02, -0.03, -0.02], [0.04, -0.10, 0.04], [-0.17, 0.01, -0.04], [0.04, 0.06, 0.03], [-0.03, -0.07, 0.00], [0.01, -0.01, 0.01], [0.10, -0.01, 0.00], [-0.04, 0.01, 0.00], [0.02, -0.01, 0.04], [0.00, 0.00, 0.01], [0.00, -0.01, 0.03], [0.01, -0.03, -0.01], [-0.01, 0.01, -0.01]],
  "mulliken_spin": [0.434, 0.019, -0.002, 0.001, 0.000, 0.004, -0.006, 0.023, 0.240, 0.000, 0.000, 0.000, -0.004, 0.001, -0.027, 0.002, -0.002, 0.008, -0.004, 0.112, 0.001, 0.001, -0.001, 0.001, 0.000, 0.001, 0.000, 0.000, 0.000, 0.000, -0.001, -0.001, 0.000, 0.000, 0.000, 0.000, 0.000, 0.000, 0.000, 0.000, 0.000, 0.000, 0.000, 0.142, 0.019, 0.024, 0.000, 0.002, 0.008, 0.001, 0.001, 0.001, 0.001, 0.000]
}

=====

No. 2
{
  "formula": "C6H12O",
  "method": "ωB97M-V/def2-TZVPD",
  "charge": 0,
  "spin_multiplicity": 1,
  "e_homo_ev": -7.9,
  "relative_energy_ev": 4.311,
  "gap_ev": 8.94,
  "mol_weight_g_mol": 100.2,
  "species": ["C", "C", "C", "C", "O", "C", "C", "H", "H", "H", "H", "H", "H", "H", "H", "H", "H", "H", "H"],
  "positions_angstrom": [[-1.345609, -0.828284, -1.151489], [-0.795231, 0.199502, -0.178365], [-1.857773, 0.849396, 0.684601], [1.053912, 0.541416, 1.629878], [0.104034, -0.496930, 0.728259], [1.576308, -0.400873, 0.612758], [2.190771, 0.097579, -0.669186], [-2.040528, -0.346324, -1.847407], [-0.547095, -1.300437, -1.732982], [-1.889615, -1.609152, -0.609439], [-0.228295, 0.973685, -0.699850], [-2.404248, 0.091949, 1.256955], [-2.569638, 1.395341, 0.056871], [-1.373538, 1.543273, 1.376519], [1.019333, -0.010915, 2.584939], [1.957015, -1.391672, 0.883761], [1.775262, 1.057227, -0.982490], [2.121474, -0.632526, -1.483438], [3.253462, 0.267746, -0.459904]],
  "forces_ev_per_a": [[0.00, -0.04, -0.02], [-0.12, 0.09, -0.15], [0.00, 0.01, 0.02], [0.13, -0.29, 0.06], [-0.11, 0.02, 0.06], [0.17, 0.02, -0.07], [-0.06, 0.03, -0.03], [0.11, -0.06, 0.10], [-0.09, 0.08, 0.09], [0.08, 0.11, -0.07], [-0.05, -0.10, 0.09], [0.07, 0.08, -0.09], [0.10, -0.08, 0.08], [-0.11, -0.08, -0.09], [0.01, 0.14, -0.13], [-0.05, 0.16, 0.01], [0.06, -0.12, 0.07], [-0.01, 0.10, 0.10], [-0.14, -0.06, -0.02]],
  "nbo_charge": [-0.631, 0.108, -0.635, -0.282, -0.422, 0.021, -0.651, 0.219, 0.214, 0.216, 0.195, 0.209, 0.213, 0.249, 0.131, 0.177, 0.223, 0.210, 0.235]
}

=====

no.,DFT total energy (Eh)
1,-2700.27987
2,-310.90084